(1)
Computed, not measured: an isolated molecule of C4H8O2 in a non-equilibrium geometry, with the ωB97M-V functional and the def2-TZVPD basis.

The geometry in ORCA input format:
```
! RIJCOSX wB97M-V def2-TZVPD def2/J DEFGRID3
* xyz 0 1
C 1.529 0.239 1.072
C 0.118 -0.567 0.197
O -0.844 -0.987 1.104
C -0.470 0.527 -0.659
C -1.523 0.135 -1.681
O -1.579 0.614 -2.789
H 2.114 -0.428 1.741
H 2.252 0.741 0.401
H 0.950 0.935 1.644
H 1.103 -0.988 0.121
H -0.729 -1.913 1.344
H 0.325 1.056 -1.182
H -0.964 1.239 0.032
H -2.280 -0.603 -1.346
*
```

SMILES string = C[C@@H](O)CC=O
LUMO energy = 0.71 eV
Kohn-Sham gap = 9.394 eV
Energy above the lowest of the compared OMol25 structures with the same formula, charge and spin = 86.7 kcal per mole
HOMO energy = -8.69 eV

Charges per atom according to natural (NBO) partitioning, unit e: atom 1 (C): -0.6825, atom 2 (C): 0.0646, atom 3 (O): -0.7128, atom 4 (C): -0.5558, atom 5 (C): 0.4518, atom 6 (O): -0.5175, atom 7 (H): 0.2083, atom 8 (H): 0.2111, atom 9 (H): 0.2135, atom 10 (H): 0.2552, atom 11 (H): 0.4844, atom 12 (H): 0.2370, atom 13 (H): 0.2309, atom 14 (H): 0.1119

(2)
Computed, not measured: an isolated molecule of C4H8O2, with the ωB97M-V functional and the def2-TZVPD basis.

The geometry in ORCA input format:
```
! RIJCOSX wB97M-V def2-TZVPD def2/J DEFGRID3
* xyz 0 1
C 1.746 0.275 -0.009
C 0.951 -0.681 0.471
C -0.511 -0.872 0.120
O -1.169 -0.624 1.352
C -1.020 0.179 -0.870
O -0.905 1.449 -0.239
H 1.523 0.782 -0.947
H 2.652 0.579 0.505
H 1.243 -1.250 1.352
H -0.760 -1.890 -0.204
H -1.214 0.350 1.357
H -2.083 0.025 -1.073
H -0.482 0.160 -1.827
H 0.030 1.518 0.011
*
```

SMILES string = C=C[C@@H](O)CO
LUMO energy = 0.98 eV
Kohn-Sham gap = 11.118 eV
Energy above the lowest of the compared OMol25 structures with the same formula, charge and spin = 44.6 kcal per mole
HOMO energy = -10.14 eV

Charges per atom according to natural (NBO) partitioning, unit e: atom 1 (C): -0.4618, atom 2 (C): -0.1614, atom 3 (C): 0.0136, atom 4 (O): -0.7067, atom 5 (C): -0.0977, atom 6 (O): -0.7319, atom 7 (H): 0.1931, atom 8 (H): 0.2138, atom 9 (H): 0.2140, atom 10 (H): 0.1947, atom 11 (H): 0.4799, atom 12 (H): 0.2004, atom 13 (H): 0.1705, atom 14 (H): 0.4796

(3)
Computed, not measured: an isolated molecule of C4H8O2, with the ωB97M-V functional and the def2-TZVPD basis.

The geometry in ORCA input format:
```
! RIJCOSX wB97M-V def2-TZVPD def2/J DEFGRID3
* xyz 0 1
C -0.375 -0.356 1.688
C 0.258 0.426 0.551
O 1.523 -0.131 0.241
C -0.527 0.373 -0.763
C 0.324 0.541 -1.955
O -0.283 -0.929 -1.401
H -0.537 -1.402 1.405
H 0.278 -0.340 2.565
H -1.340 0.081 1.966
H 0.362 1.484 0.836
H 0.506 -1.265 -0.910
H -1.600 0.567 -0.715
H 1.704 0.260 -0.661
H -0.291 0.692 -2.848
*
```

LUMO energy = 0.92 eV
Kohn-Sham gap = 9.676 eV
Energy above the lowest of the compared OMol25 structures with the same formula, charge and spin = 104.3 kcal per mole
HOMO energy = -8.76 eV

Charges per atom according to natural (NBO) partitioning, unit e: atom 1 (C): -0.6264, atom 2 (C): 0.0577, atom 3 (O): -0.7587, atom 4 (C): -0.0238, atom 5 (C): -0.2952, atom 6 (O): -0.5488, atom 7 (H): 0.2093, atom 8 (H): 0.2281, atom 9 (H): 0.2130, atom 10 (H): 0.1769, atom 11 (H): 0.5192, atom 12 (H): 0.1960, atom 13 (H): 0.4945, atom 14 (H): 0.1580

(4)
Computed, not measured: a cluster of 2 separate species, C4H8O2 in total, with the ωB97M-V functional and the def2-TZVPD basis.

The geometry in ORCA input format:
```
! RIJCOSX wB97M-V def2-TZVPD def2/J DEFGRID3
* xyz 0 1
C -1.831 1.068 0.036
C -0.550 0.372 -0.346
C -0.530 -0.959 -0.265
O 0.248 -1.814 -0.956
H -1.913 2.010 -0.508
H -2.661 0.438 -0.301
H -1.974 1.262 1.103
H 0.212 0.908 -0.914
H -1.226 -1.485 0.385
H 0.712 -1.293 -1.627
C 2.373 -0.126 0.853
O 2.649 -0.505 -0.257
H 1.900 -0.783 1.609
H 2.591 0.907 1.188
*
```

SMILES string = C/C=C/O.C=O
LUMO energy = 0.92 eV
Kohn-Sham gap = 9.477 eV
Energy above the lowest of the compared OMol25 structures with the same formula, charge and spin = 59.4 kcal per mole
HOMO energy = -8.56 eV

Charges per atom according to natural (NBO) partitioning, unit e: atom 1 (C): -0.6341, atom 2 (C): -0.3581, atom 3 (C): 0.1680, atom 4 (O): -0.6598, atom 5 (H): 0.2180, atom 6 (H): 0.2105, atom 7 (H): 0.2095, atom 8 (H): 0.2022, atom 9 (H): 0.1692, atom 10 (H): 0.4860, atom 11 (C): 0.2869, atom 12 (O): -0.5228, atom 13 (H): 0.1153, atom 14 (H): 0.1092

(5)
Computed, not measured: an isolated molecule of C4H8O2, with the ωB97M-V functional and the def2-TZVPD basis.

The geometry in ORCA input format:
```
! RIJCOSX wB97M-V def2-TZVPD def2/J DEFGRID3
* xyz 0 1
C 0.206 0.816 1.410
C 0.354 -0.086 0.188
C 1.190 0.567 -0.896
O 1.948 1.488 -0.708
C -0.960 -0.582 -0.413
O -0.662 -1.773 -1.117
H 1.193 1.137 1.750
H -0.289 0.284 2.230
H -0.371 1.719 1.182
H 0.897 -0.998 0.478
H 1.056 0.135 -1.912
H -1.700 -0.757 0.383
H -1.382 0.179 -1.091
H -1.479 -2.132 -1.484
*
```

SMILES string = C[C@H](C=O)CO
LUMO energy = 0.74 eV
Kohn-Sham gap = 10.427 eV
Energy above the lowest of the compared OMol25 structures with the same formula, charge and spin = 27.2 kcal per mole
HOMO energy = -9.69 eV

Charges per atom according to natural (NBO) partitioning, unit e: atom 1 (C): -0.6068, atom 2 (C): -0.3605, atom 3 (C): 0.4490, atom 4 (O): -0.5221, atom 5 (C): -0.0519, atom 6 (O): -0.7234, atom 7 (H): 0.2346, atom 8 (H): 0.2102, atom 9 (H): 0.2108, atom 10 (H): 0.2400, atom 11 (H): 0.1166, atom 12 (H): 0.1701, atom 13 (H): 0.1599, atom 14 (H): 0.4735

(6)
Computed, not measured: a cluster of 2 separate species, C4H8O2 in total, with the ωB97M-V functional and the def2-TZVPD basis.

The geometry in ORCA input format:
```
! RIJCOSX wB97M-V def2-TZVPD def2/J DEFGRID3
* xyz 0 1
C -1.152 -0.448 -0.991
C -0.552 -1.093 0.232
C 0.894 -1.139 0.450
O 0.073 -0.250 1.202
H -1.373 -1.222 -1.734
H -0.466 0.281 -1.431
H -2.090 0.062 -0.745
H -1.155 -1.876 0.694
H 1.340 -1.950 1.025
H 1.548 -0.648 -0.272
C 0.728 2.064 0.399
O 1.089 1.885 -0.741
H -0.318 2.304 0.663
H 1.434 2.030 1.249
*
```

SMILES string = C[C@H]1CO1.C=O
LUMO energy = 1.07 eV
Kohn-Sham gap = 10.958 eV
Energy above the lowest of the compared OMol25 structures with the same formula, charge and spin = 62.0 kcal per mole
HOMO energy = -9.88 eV

Charges per atom according to natural (NBO) partitioning, unit e: atom 1 (C): -0.6510, atom 2 (C): 0.0640, atom 3 (C): -0.1187, atom 4 (O): -0.5124, atom 5 (H): 0.2180, atom 6 (H): 0.2424, atom 7 (H): 0.2150, atom 8 (H): 0.1814, atom 9 (H): 0.1854, atom 10 (H): 0.1961, atom 11 (C): 0.3033, atom 12 (O): -0.5515, atom 13 (H): 0.1141, atom 14 (H): 0.1140

What is the formula in the fourth record? C4H8O2

Among the records above, which one has the lowest energy above the lowest of the compared OMol25 structures with the same formula, charge and spin? number 5